#1
DFT (wB97M-V/def2-TZVPD) results for C29H39N8O4SSiW as an isolated structure.

## Properties
Charge = -1
HOMO (alpha / beta) = -2.91 / -3.07 eV

Positions of all 83 atoms, in Å:
1 W 0.5079 -0.2634 -0.1153
2 C -1.5774 1.6994 -1.7153
3 N -0.3187 1.8505 -0.9702
4 C 0.8056 2.2858 -1.7805
5 C 1.5789 0.9650 -2.1349
6 N 0.6422 -0.1709 -2.2877
7 C 1.2073 -0.9102 -3.3153
8 C 1.0182 -2.2254 -3.7194
9 C 1.7248 -2.7159 -4.8139
10 C 2.6139 -1.9333 -5.5226
11 C 2.8394 -0.6147 -5.1246
12 C 2.1506 -0.1386 -4.0389
13 N 2.2007 1.1281 -3.4544
14 C -2.3140 0.5555 -1.1172
15 N -1.6206 -0.3754 -0.3689
16 C -2.5699 -0.9911 0.4116
17 C -2.4763 -2.0916 1.2695
18 C -3.6330 -2.5277 1.9091
19 C -4.8574 -1.9171 1.7132
20 C -4.9773 -0.8125 0.8624
21 C -3.8303 -0.3720 0.2302
22 N -3.6632 0.6010 -0.7287
23 H -1.3105 1.4929 -2.7634
24 H -2.1887 2.6181 -1.6876
25 H -0.4885 2.3923 -0.1139
26 H 1.4618 2.9406 -1.2029
27 H 0.4835 2.8002 -2.6956
28 H 0.3675 -2.8851 -3.1777
29 H 1.5759 -3.7482 -5.0995
30 H 3.1542 -2.3389 -6.3658
31 H 3.5532 0.0096 -5.6463
32 H 3.0840 1.6119 -3.4897
33 H -1.5292 -2.5734 1.4560
34 H -3.5699 -3.3807 2.5709
35 H -5.7334 -2.2895 2.2258
36 H -5.9291 -0.3247 0.7045
37 H -4.2080 1.4489 -0.7619
38 O -1.3114 1.7271 1.4829
39 S -0.1987 1.0070 2.0963
40 O -0.0063 1.3504 3.4755
41 O -0.3599 -0.4568 1.8740
42 O 1.0073 1.2919 1.2229
43 C -1.6036 -2.9868 -1.8288
44 C -0.4297 -3.3271 -0.9500
45 C -0.1977 -4.6425 -0.6042
46 C 0.7662 -4.9716 0.3458
47 C 1.4609 -3.9280 0.9683
48 C 1.2392 -2.6231 0.5688
49 N 0.3249 -2.2941 -0.4221
50 N 1.8148 -1.4822 1.0398
51 Si 2.2402 -1.4323 2.7234
52 C 2.7421 0.2382 3.5061
53 C 3.8735 -2.4658 2.9434
54 C 0.9257 -2.2388 3.8804
55 H -1.7281 -3.7266 -2.6199
56 H -1.4803 -1.9949 -2.2598
57 H -2.5172 -2.9893 -1.2302
58 H -0.7978 -5.4156 -1.0623
59 H 0.9520 -5.9979 0.6243
60 H 2.1627 -4.1276 1.7580
61 H 2.3068 1.0663 2.9628
62 H 3.8206 0.3725 3.5434
63 H 2.3515 0.2993 4.5167
64 H 4.0994 -3.1107 2.1009
65 H 3.8027 -3.0871 3.8287
66 H 4.7294 -1.8144 3.0857
67 H 0.0665 -1.5725 3.9090
68 H 1.2924 -2.3734 4.8964
69 H 0.5846 -3.2071 3.5198
70 C 4.0646 2.3482 -1.0077
71 C 3.7649 0.8324 -0.9175
72 C 4.2710 0.3419 0.4412
73 C 4.5988 0.0690 -1.9887
74 N 2.3427 0.5253 -0.9953
75 H 5.1395 2.5235 -0.9708
76 H 3.5946 2.8531 -0.1671
77 H 3.6852 2.7895 -1.9268
78 H 5.3024 0.6583 0.6012
79 H 4.2100 -0.7423 0.4779
80 H 3.6354 0.7475 1.2186
81 H 5.6291 -0.0472 -1.6501
82 H 4.6279 0.5747 -2.9515
83 H 4.1651 -0.9188 -2.1375

#2
DFT (wB97M-V/def2-TZVPD) results for C29H39N8O4SSiW as an isolated structure.

## Properties
Charge = -1
HOMO = -2.62 eV

Positions of all 83 atoms, in Å:
1 W -0.0188 -0.0455 -0.5525
2 C -1.0668 2.9839 -0.7848
3 N -0.2966 2.0689 -1.6286
4 C -0.7821 1.9770 -3.0077
5 C -1.8480 0.9316 -3.0682
6 N -2.7961 0.7949 -2.1751
7 C -3.5104 -0.3153 -2.6160
8 C -4.6632 -0.9056 -2.0990
9 C -5.1508 -2.0337 -2.7307
10 C -4.5110 -2.5740 -3.8561
11 C -3.3863 -1.9811 -4.3997
12 C -2.9131 -0.8343 -3.7739
13 N -1.8693 0.0188 -4.0699
14 C -0.7344 2.6747 0.6337
15 N -0.3651 1.4765 0.9844
16 C -0.1198 1.5265 2.3496
17 C 0.3244 0.5313 3.2138
18 C 0.4987 0.8762 4.5389
19 C 0.2334 2.1763 4.9975
20 C -0.2054 3.1722 4.1447
21 C -0.3699 2.8213 2.8099
22 N -0.7605 3.5371 1.6866
23 H -0.8732 4.0365 -1.0272
24 H -2.1262 2.7705 -0.9504
25 H 0.7015 2.2903 -1.6002
26 H -1.1544 2.9484 -3.3575
27 H 0.0447 1.6696 -3.6444
28 H -5.1491 -0.4940 -1.2239
29 H -6.0367 -2.5216 -2.3432
30 H -4.9086 -3.4733 -4.3097
31 H -2.8912 -2.3929 -5.2691
32 H -0.9667 -0.2504 -4.5104
33 H 0.5385 -0.4532 2.8186
34 H 0.8547 0.1335 5.2412
35 H 0.3830 2.4088 6.0442
36 H -0.3993 4.1749 4.5036
37 H -0.9806 4.5146 1.6379
38 O 2.3708 -1.7138 -3.2210
39 S 1.2587 -0.7937 -3.1331
40 O 0.7649 -0.3958 -4.4721
41 O 0.0964 -1.3712 -2.3405
42 O 1.5833 0.4273 -2.3184
43 C 2.3811 4.3115 -0.4245
44 C 2.8527 3.1057 0.3480
45 C 3.9073 3.2040 1.2358
46 C 4.2946 2.0370 1.9016
47 C 3.6419 0.8604 1.6521
48 C 2.5666 0.8208 0.7172
49 N 2.2050 1.9679 0.0904
50 N 1.8708 -0.3027 0.4354
51 Si 2.6187 -1.8838 0.5584
52 C 1.7169 -3.2342 -0.3459
53 C 2.7084 -2.4589 2.3695
54 C 4.3519 -1.8495 -0.1535
55 H 3.0147 5.1776 -0.2332
56 H 1.3555 4.5703 -0.1469
57 H 2.3920 4.0983 -1.4955
58 H 4.4100 4.1481 1.3978
59 H 5.1048 2.0595 2.6220
60 H 3.9146 -0.0366 2.1868
61 H 2.1622 -4.1869 -0.0366
62 H 1.8378 -3.1193 -1.4222
63 H 0.6528 -3.2511 -0.1222
64 H 1.7473 -2.2959 2.8673
65 H 3.4787 -1.9626 2.9632
66 H 2.9094 -3.5337 2.4043
67 H 4.2584 -1.6139 -1.2173
68 H 4.7953 -2.8466 -0.0671
69 H 5.0299 -1.1330 0.3109
70 C -2.3565 -3.1550 -0.1789
71 C -1.9373 -2.1192 0.8684
72 C -1.3291 -2.8187 2.0946
73 C -3.1496 -1.2902 1.3046
74 N -0.9680 -1.2315 0.2933
75 H -3.1419 -3.8027 0.2212
76 H -1.5051 -3.7690 -0.4747
77 H -2.7286 -2.6538 -1.0724
78 H -1.9871 -3.6129 2.4561
79 H -1.1849 -2.0963 2.9013
80 H -0.3636 -3.2547 1.8399
81 H -3.9276 -1.9306 1.7313
82 H -3.5537 -0.7556 0.4454
83 H -2.8458 -0.5547 2.0527

Energies relative to the most stable structure, in kJ/mol: #1 247.9; #2 0.0.

#1
DFT (wB97M-V/def2-TZVPD) results for a 11-piece molecular cluster, C31H56N11O13 overall.

## Properties
Charge = +1
HOMO = -9.05 eV

Positions of all 111 atoms, in Å:
1 C -0.8140 0.7350 2.5697
2 C -0.2740 0.2790 1.0857
3 C -0.8900 1.1640 0.0267
4 C -0.0710 2.4110 -0.3293
5 C 1.3710 1.9920 -0.7263
6 C 2.0020 1.2070 0.4957
7 N 1.1530 0.2050 1.0677
8 O 1.6840 -0.8810 1.4837
9 C 2.4190 2.2810 1.5967
10 C 3.2820 0.5210 -0.1253
11 C -0.9210 -1.1490 0.8747
12 H -1.7920 1.0480 2.7717
13 H -0.2350 1.5130 2.9147
14 H -0.7100 -0.0890 3.3297
15 H -1.8710 1.3650 0.3717
16 H -1.0690 0.7540 -0.8933
17 H -0.2260 3.2560 0.4567
18 H -0.4770 2.7700 -1.3113
19 H 1.9440 2.8890 -1.0953
20 H 1.1260 1.6210 -1.5293
21 H 2.9720 2.9320 1.0597
22 H 2.8600 1.8350 2.4007
23 H 1.7000 2.7980 2.0297
24 H 3.9210 0.2060 0.7627
25 H 3.9230 1.2080 -0.5983
26 H 2.9370 -0.1300 -0.8373
27 H -0.8250 -1.9900 1.5347
28 H -0.3810 -1.4600 -0.0433
29 H -2.1550 -1.0690 0.8637
30 N -4.8700 1.7680 0.0277
31 C -5.1290 0.8800 1.0287
32 C -4.9290 -0.4890 0.4567
33 C -4.5950 -0.4420 -0.9943
34 C -4.5060 1.0520 -1.2523
35 H -4.9580 2.7520 0.1827
36 H -5.4090 1.1690 1.9467
37 H -4.8520 -1.4830 1.0337
38 H -4.5210 -1.2220 -1.6813
39 H -4.2580 1.4420 -2.3873
40 N 5.9460 -2.6150 -3.5373
41 C 5.2560 -1.9330 -2.4833
42 C 4.7340 -3.0480 -1.5363
43 C 5.1130 -4.3830 -2.1233
44 C 5.7740 -4.0790 -3.3783
45 H 6.3420 -2.2290 -4.3233
46 H 5.1950 -0.8030 -2.2883
47 H 4.1170 -2.7920 -0.6483
48 H 4.9700 -5.3970 -1.5723
49 H 6.1560 -4.8820 -4.0583
50 N -4.5770 1.6910 -5.5223
51 C -3.5050 2.4920 -5.2063
52 C -2.6150 1.6420 -4.4333
53 C -3.2160 0.3010 -4.3513
54 C -4.5720 0.4170 -4.9293
55 H -5.2820 2.1610 -6.1743
56 H -3.4840 3.4340 -5.4853
57 H -1.8510 1.9730 -3.7823
58 H -2.7550 -0.6420 -3.8523
59 H -5.3810 -0.2680 -5.2053
60 N -3.6290 -0.3550 6.5077
61 C -4.9850 -0.2970 6.1067
62 C -4.9490 -0.6440 4.5197
63 C -3.4720 -0.6280 4.1497
64 C -2.6720 -0.4560 5.4797
65 H -3.2950 -0.4380 7.4887
66 H -5.8170 -0.2730 6.7827
67 H -5.9160 -0.6040 3.9577
68 H -3.0530 -0.6650 3.1287
69 H -1.6240 -0.2800 5.6677
70 C 3.4240 4.0280 5.3937
71 N 2.8150 2.6270 5.4047
72 O 1.6250 2.5310 5.5987
73 O 3.5450 1.6500 5.1637
74 H 2.7470 4.8700 5.1077
75 H 4.3830 4.1460 4.7597
76 H 3.6630 4.1930 6.5007
77 C 0.7510 4.1370 -5.1433
78 N -0.3460 4.6310 -4.3093
79 O -1.3600 5.0870 -4.7953
80 O -0.1830 4.4040 -3.0883
81 H 1.6340 4.3410 -4.5603
82 H 0.8810 4.7390 -6.1753
83 H 0.6790 3.0680 -5.0563
84 C 0.5740 -3.1760 -3.1723
85 N -0.0800 -1.7770 -2.9293
86 O -1.2790 -1.7850 -2.6093
87 O 0.7300 -0.8180 -2.8483
88 H 1.5550 -3.3030 -3.9043
89 H 0.0170 -4.0310 -3.3603
90 H 0.7430 -3.4030 -2.1713
91 C 5.3730 1.9200 -5.1463
92 N 5.1470 1.6200 -3.8103
93 O 6.0350 1.2400 -3.0643
94 O 4.0550 1.7880 -3.4043
95 H 4.5160 2.3340 -5.6813
96 H 5.8590 1.1050 -5.6993
97 H 6.0770 2.7760 -4.8893
98 C -3.1690 -5.6600 2.0697
99 N -2.6790 -4.4030 2.7367
100 O -2.1170 -4.5320 3.8117
101 O -3.2920 -3.4850 2.3177
102 H -3.0790 -6.4490 2.6677
103 H -3.0690 -5.6070 1.0397
104 H -4.1590 -5.6030 2.0407
105 C 1.5870 -3.4940 4.3597
106 N 0.6680 -3.0560 5.4777
107 O 0.6720 -3.7460 6.5307
108 O -0.0370 -2.0220 5.3427
109 H 2.0360 -4.5240 4.5337
110 H 2.4870 -2.8030 4.1407
111 H 1.0570 -3.6120 3.3557

#2
DFT (wB97M-V/def2-TZVPD) results for a 11-piece molecular cluster, C31H56N11O13 overall.

## Properties
Charge = +1
HOMO = -9.49 eV

Positions of all 111 atoms, in Å:
1 C -1.7442 -1.6910 0.8776
2 C -0.2712 -1.1080 0.6176
3 C 0.5608 -2.2220 -0.0384
4 C 1.9028 -1.7610 -0.7484
5 C 1.5718 -0.7190 -1.7754
6 C 0.8388 0.5240 -1.1064
7 N -0.2722 0.1130 -0.2474
8 O -1.2492 0.7860 -0.0314
9 C 0.3288 1.5170 -2.0944
10 C 1.9358 1.4370 -0.2364
11 C 0.4108 -0.7030 2.0326
12 H -2.2812 -1.0540 1.5026
13 H -1.6682 -2.5120 1.4966
14 H -2.1312 -1.9080 -0.0124
15 H 0.0828 -2.5200 -0.9364
16 H 0.6488 -3.1250 0.4596
17 H 2.0558 -2.8420 -1.1494
18 H 2.6688 -1.3360 0.0886
19 H 0.8618 -1.0280 -2.3544
20 H 2.3358 -0.5620 -2.6304
21 H -0.0982 2.4340 -1.8354
22 H -0.4582 0.9310 -2.7134
23 H 0.9728 1.5010 -2.9514
24 H 2.6738 1.9260 -0.9614
25 H 2.2888 0.7330 0.5606
26 H 1.4758 2.1850 0.2476
27 H 0.1268 -1.5550 2.6446
28 H 0.0638 0.2150 2.3426
29 H 1.5368 -0.7820 1.8476
30 N -0.8612 4.8300 -0.9864
31 C -0.5302 5.1590 -2.3344
32 C 0.9668 5.1420 -2.4644
33 C 1.4948 4.9040 -0.9844
34 C 0.2298 4.8280 -0.1504
35 H -1.7522 4.5920 -0.5914
36 H -1.3832 5.1680 -3.0194
37 H 1.5058 5.5840 -3.3524
38 H 2.4838 4.9820 -0.8814
39 H 0.1168 5.0020 0.9316
40 N -4.5252 5.2440 -0.5544
41 C -3.9742 5.0440 0.6646
42 C -3.4242 3.6170 0.6596
43 C -3.8122 3.0760 -0.7224
44 C -4.4432 4.2610 -1.5494
45 H -4.8562 6.2790 -0.6854
46 H -4.1292 5.6200 1.5066
47 H -3.1102 2.8670 1.4366
48 H -3.6072 2.1500 -1.1214
49 H -4.7032 4.4430 -2.4534
50 N 0.4348 -6.0870 0.4506
51 C 1.6908 -5.4800 0.6456
52 C 1.8068 -5.2190 2.1166
53 C 0.5008 -5.5340 2.7226
54 C -0.3832 -6.0320 1.5176
55 H 0.1878 -6.3800 -0.4454
56 H 2.2758 -5.2650 -0.1024
57 H 2.6078 -4.8380 2.4326
58 H 0.2388 -5.3220 3.7426
59 H -1.2792 -6.3020 1.6546
60 N 6.2408 1.0520 3.7256
61 C 5.9788 0.0150 4.6146
62 C 4.4858 -0.2690 4.3256
63 C 3.9378 0.9070 3.6816
64 C 5.1158 1.7680 3.1876
65 H 7.1018 1.6050 3.5336
66 H 6.8528 -0.5890 5.0816
67 H 4.0188 -1.1830 4.6346
68 H 2.8688 1.1820 3.5686
69 H 5.2318 2.4890 2.6866
70 C -5.5592 -3.5000 -0.2694
71 N -5.5652 -4.9450 -0.4174
72 O -4.5112 -5.5700 -0.1874
73 O -6.7002 -5.5620 -0.4134
74 H -5.4002 -3.2900 -1.4164
75 H -4.7102 -3.3160 0.2506
76 H -6.3622 -3.0590 -0.0794
77 C 0.3378 -0.3320 6.5076
78 N -0.2012 0.9070 6.0186
79 O -1.0882 1.5330 6.6306
80 O 0.3428 1.4430 4.9986
81 H 0.8218 -0.5080 7.4286
82 H 1.0058 -0.6130 5.8236
83 H -0.4322 -1.0910 6.5846
84 C 1.7538 -4.8680 -4.9084
85 N 1.3838 -3.7220 -4.0454
86 O 1.1938 -2.7390 -4.7054
87 O 0.8128 -4.0170 -2.9244
88 H 1.1148 -4.6370 -5.7174
89 H 1.5338 -5.7270 -4.4374
90 H 2.7338 -4.5630 -5.2394
91 C -0.2162 4.2070 4.2786
92 N 1.1058 4.0470 3.7346
93 O 1.1538 3.4690 2.7496
94 O 1.9478 4.3140 4.4546
95 H -1.0102 3.5330 3.7116
96 H -0.4902 5.2950 4.4196
97 H -0.2132 3.8530 5.2526
98 C -3.8132 -0.0230 -3.9324
99 N -2.9822 -0.9250 -3.0454
100 O -1.9122 -1.1490 -3.3224
101 O -3.5872 -1.6420 -2.2604
102 H -4.3712 -0.5960 -4.7854
103 H -3.1222 0.7320 -4.5184
104 H -4.7232 0.3130 -3.3154
105 C 1.2028 0.2870 -6.1484
106 N 2.6348 0.5560 -6.1634
107 O 3.1518 0.1400 -7.1554
108 O 3.3248 0.9960 -5.1994
109 H 0.8988 0.7960 -6.9164
110 H 0.7678 0.7290 -5.1324
111 H 0.9778 -0.9430 -6.2094

Energies relative to the most stable structure, in kJ/mol: #1 0.0; #2 314.0.

#1
DFT (wB97M-V/def2-TZVPD) results for an isolated molecule of C4H3F3.

## Properties
Structure (SMILES) = FC1(F)[C@H]2C[C@]21F
Charge = 0
HOMO = -9.58 eV

Positions of all 10 atoms, in Å:
1 F 2.2832 -0.1751 -0.7450
2 C 1.1533 -0.4169 0.0011
3 F 1.4954 -1.4409 0.7743
4 C -0.4976 -0.0236 -0.8274
5 C -1.1667 -0.0556 0.4779
6 C 0.2016 0.6707 0.2678
7 F 0.4861 2.0468 0.3092
8 H -0.5626 -0.0375 -1.9258
9 H -2.1244 0.4966 0.7565
10 H -1.2682 -1.0646 0.9115

#2
DFT (wB97M-V/def2-TZVPD) results for a 2-piece molecular cluster, C4H3F3 overall.

## Properties
Charge = 0
HOMO (alpha / beta) = -8.55 / -8.35 eV

Positions of all 10 atoms, in Å:
1 C 0.2047 0.8401 -0.4382
2 C -0.3715 -0.2602 -0.4404
3 C -1.1296 -1.3711 -0.1942
4 C 0.5766 1.0335 2.0855
5 F -1.9856 -1.6439 -1.1798
6 F 1.2737 2.1744 1.9569
7 F 1.3320 0.1641 2.6983
8 H 0.8666 1.5955 -0.6982
9 H -0.8577 -2.3222 0.2828
10 H -0.4342 1.2252 2.4211

Energies relative to the most stable structure, in kJ/mol: #1 0.0; #2 172.3.

#1
DFT (wB97M-V/def2-TZVPD) results for a 4-piece molecular cluster, C4H5NO4 overall.

## Properties
Charge = 0
HOMO = -7.51 eV

Positions of all 14 atoms, in Å:
1 C -0.3920 0.5688 0.1131
2 C -0.7309 -0.8027 0.1717
3 C 1.3940 -0.7177 -0.1435
4 C 0.9559 0.4783 -0.1766
5 H -1.0791 2.4001 1.3331
6 H -2.6578 1.4139 -0.1575
7 H -2.0608 -2.2189 -0.5842
8 H 2.4467 -3.0385 -0.3293
9 H 0.8994 2.4236 -0.4019
10 N -1.2001 1.6838 0.0507
11 O -2.0670 -1.2623 -0.0107
12 O 0.2202 -1.6826 -0.0280
13 O 2.6088 -0.9864 0.3408
14 O 1.6626 1.7407 -0.1777

#2
DFT (wB97M-V/def2-TZVPD) results for an isolated molecule of C4H5NO4.

## Properties
Charge = 0
HOMO (alpha / beta) = -8.61 / -8.83 eV

Positions of all 14 atoms, in Å:
1 C -0.5022 0.0220 -0.1086
2 C 2.6697 -0.0836 -0.1337
3 C -1.7715 -0.1034 0.4571
4 C 1.6061 -1.1664 -0.3418
5 N -2.9176 0.6650 0.1732
6 O 2.1758 1.0196 0.5128
7 O -0.0163 0.9697 -0.7724
8 O 3.8505 -0.2341 -0.4647
9 O 0.3711 -1.0539 0.1447
10 H -1.9662 -0.8815 1.1957
11 H 1.9119 -2.1951 -0.7126
12 H -3.8258 0.2458 0.4784
13 H 1.3903 1.2647 -0.0151
14 H -2.9757 1.5310 -0.4132

#3
DFT (wB97M-V/def2-TZVPD) results for an isolated molecule of C4H5NO4.

## Properties
Structure (SMILES) = CNC(=O)C(=O)C(=O)O
Charge = 0
HOMO = -9.85 eV

Positions of all 14 atoms, in Å:
1 C 1.7660 -0.6903 -0.5928
2 N 0.9956 0.3994 -1.1465
3 C -0.0034 1.0403 -0.5295
4 O -0.6428 1.9509 -1.0073
5 C -0.3304 0.5297 0.8880
6 O 0.2980 0.8094 1.8686
7 C -1.5803 -0.3596 0.8776
8 O -1.5571 -1.4908 0.4728
9 O -2.6547 0.2720 1.3134
10 H 2.2402 -1.2401 -1.4118
11 H 1.0986 -1.3710 -0.0469
12 H 2.5456 -0.3260 0.0946
13 H 1.2701 0.7678 -2.0481
14 H -3.4454 -0.2918 1.2679

Energies relative to the most stable structure, in kJ/mol: #1 1176.6; #2 248.0; #3 0.0.